# 1
90
Properties=species:S:1:pos:R:3:mulliken_charge:R:1 method="wB97M-V/def2-TZVPD" energy_ev=-70903.30536 lumo_ha="0.010 / -0.065" gap_ev="4.25 / 6.50" homo_ev="-3.978 / -8.267" multiplicity=6
Ir 0.42905 0.28421 -1.42483 1.523
P 0.08668 -2.39483 -1.30205 0.239
C 1.07763 -3.07139 -2.78138 1.080
C 0.39076 -3.53836 0.08511 0.708
C -1.74430 -2.55144 -1.99367 0.617
C 2.46427 -2.45137 -2.95154 -1.381
H 0.46944 -2.79098 -3.65892 0.515
C 1.19152 -4.59196 -2.70602 -1.852
H 1.97946 -4.89528 -2.00022 0.308
H 1.48120 -4.95470 -3.70442 0.504
H 0.25406 -5.09391 -2.44514 0.354
H 2.40541 -1.49342 -3.48418 0.309
H 3.10100 -3.12746 -3.54083 0.531
H 2.96412 -2.27408 -1.99056 0.188
H -1.65441 -1.97753 -2.93540 0.656
C -2.83433 -1.90662 -1.14138 -0.689
C -2.09649 -4.00604 -2.27930 -1.649
H -1.63347 -4.37084 -3.20637 0.311
H -3.19753 -4.04383 -2.39912 0.498
H -1.84701 -4.66934 -1.43241 0.299
H -2.44160 -1.11168 -0.51052 -0.514
H -3.34043 -2.64038 -0.48398 0.368
H -3.55188 -1.38260 -1.79725 0.414
C 1.82066 -3.47438 0.59144 -1.620
H 0.27060 -4.58334 -0.39059 0.731
C -0.67872 -3.49307 1.14439 -1.772
H 2.55818 -3.78679 -0.15318 0.335
H 1.95931 -4.00738 1.54175 0.520
H 2.26378 -2.48268 0.86171 0.234
H -1.07097 -2.47472 1.32913 0.602
H -0.32103 -3.88292 2.10474 0.309
H -1.65000 -3.94503 0.89616 0.345
Cl 1.08438 0.68705 1.50086 0.372
H 1.95541 0.07453 -1.87965 -0.410
H -1.09183 0.46813 -1.61473 -0.476
P 0.76643 2.50287 -1.33608 0.588
C -0.46679 3.30010 -2.47662 0.680
C 0.68442 3.49609 0.27777 0.316
C 2.42483 2.71084 -2.13550 0.576
C -1.85680 2.66734 -2.46487 -1.502
H 0.01545 3.07311 -3.44736 0.503
C -0.55593 4.79872 -2.26013 -1.835
H -1.21543 5.04029 -1.41601 0.302
H -1.00162 5.21813 -3.16857 0.500
H 0.41213 5.29152 -2.11122 0.357
H -1.87230 1.71062 -3.00433 0.373
H -2.55376 3.34831 -2.97261 0.466
H -2.24145 2.48207 -1.44911 0.228
H 2.21062 2.20838 -3.09833 0.547
C 3.55861 1.94789 -1.44365 -1.498
C 2.77988 4.16518 -2.37474 -1.787
H 2.17063 4.61197 -3.16651 0.330
H 3.82485 4.19520 -2.69791 0.516
H 2.69814 4.77238 -1.46109 0.300
H 3.23090 1.21344 -0.69185 0.171
H 4.26896 2.63368 -0.96723 0.474
H 4.10482 1.37864 -2.21206 0.313
C -0.66153 3.28684 0.95686 -1.052
H 0.72635 4.52518 -0.09503 1.037
C 1.86645 3.32295 1.20360 -1.455
H -1.46536 3.88543 0.50201 0.139
H -0.58915 3.59638 2.00788 0.316
H -1.00390 2.23899 0.95003 0.113
H 2.02982 2.28657 1.48057 0.485
H 1.65575 3.82557 2.15611 0.519
H 2.83162 3.63548 0.78801 0.266
C -3.36905 0.02401 4.50098 -1.423
C -2.52593 -1.01973 3.76836 -0.920
C -1.26545 -0.46492 3.05944 2.795
C -0.57432 0.65836 3.94789 -1.248
C -0.90818 2.03973 4.41992 -1.477
C -0.10161 -1.50984 3.30533 -0.341
O 0.08073 -1.96893 4.42014 -0.692
N 0.78622 -1.72549 2.24274 0.493
C 0.64906 -0.93515 1.03404 -2.149
O 1.25396 -1.27005 -0.18739 -0.812
N -0.76868 -0.94294 0.68414 -0.440
C -1.47429 -0.26193 1.54546 -0.952
O -2.46007 0.46980 1.15130 -0.695
H -2.79944 0.43809 5.33472 0.313
H -4.26302 -0.45442 4.90500 0.499
H -3.67108 0.83100 3.82901 0.253
H -2.17072 -1.74263 4.52410 0.461
H -3.13744 -1.61298 3.07101 0.412
H -0.34171 0.10597 4.85906 0.444
H 0.41338 0.79749 3.49965 0.381
H -1.75285 2.08278 5.12366 0.353
H -0.03738 2.36607 5.01394 0.412
H -1.02773 2.81377 3.64815 0.147
H 1.63602 -2.13380 2.57966 0.391

---

# 2
99
Properties=species:S:1:pos:R:3:mulliken_charge:R:1 method="wB97M-V/def2-TZVPD" energy_ev=-69796.86180 lumo_ha="0.070 / 0.028" relative_energy_kcal_mol=107.8 gap_ev="7.99 / 6.87" charge=-1 homo_ev="-6.097 / -6.097" multiplicity=3
Cl 1.23049 -2.48901 -2.36727 1.651
O -0.09887 -2.04056 -2.34612 -0.672
O 1.64275 -2.83454 -3.70653 -0.677
O 2.02417 -1.48188 -1.76265 -0.676
O 1.33453 -3.57057 -1.56400 -0.628
C 4.29877 1.83075 4.43223 -1.707
C 3.45155 1.28821 5.65550 1.438
C 2.01111 1.52173 5.14722 -1.305
C 0.94822 0.73992 6.02013 -0.823
C 1.19961 -0.67609 5.90813 -1.177
C 2.54914 -1.05362 6.52589 1.424
N 3.58055 -0.15955 5.82856 0.579
O 4.86525 -0.59404 5.80901 -0.571
C 2.60060 -0.85242 8.05429 -1.634
C 2.67506 -2.58430 6.33760 -1.717
C 3.73120 2.05443 6.94688 -1.711
H 4.20467 2.87185 4.12343 0.392
H 4.27970 1.26246 3.50228 0.421
H 5.32866 1.69623 4.76285 0.424
H 1.83054 2.54706 5.46998 0.448
H 1.92507 1.17180 4.11850 0.440
H -0.04281 1.05386 5.69238 0.303
H 0.98019 1.13307 7.03625 0.350
H 1.25479 -0.87577 4.83800 0.406
H 0.51576 -1.51061 6.06309 0.517
H 2.35580 0.16316 8.36536 0.343
H 1.87636 -1.55721 8.46279 0.405
H 3.60254 -1.08196 8.41694 0.391
H 2.51825 -2.77118 5.27524 0.431
H 3.66290 -2.86577 6.70236 0.404
H 1.93884 -3.12373 6.93351 0.412
H 4.46171 1.62238 7.63083 0.303
H 2.79997 2.18825 7.49735 0.362
H 4.04817 3.08055 6.76063 0.453
C -6.57502 2.81028 -0.22891 -1.544
C -6.37762 4.27069 0.26343 1.349
C -4.81992 4.64652 0.60283 -1.022
C -3.98996 4.59177 -0.66826 -0.704
C -4.47041 5.59246 -1.66755 -1.119
C -5.98262 5.39091 -1.98690 1.519
N -6.80040 5.21626 -0.78687 0.365
O -8.24468 5.25250 -1.01641 -0.466
C -6.18060 6.79079 -2.63063 -1.822
C -6.12984 4.28527 -3.07093 -1.658
C -7.17131 4.53629 1.56989 -1.787
H -6.62887 2.16744 0.64972 0.413
H -5.74829 2.45302 -0.84289 0.328
H -7.47779 2.50471 -0.75781 0.303
H -4.79869 5.67792 0.95478 0.400
H -4.36606 3.95090 1.30868 0.381
H -3.85861 3.63385 -1.17147 0.345
H -2.99987 4.99426 -0.45420 0.346
H -3.87465 5.35904 -2.54999 0.338
H -4.17142 6.56638 -1.28002 0.465
H -6.25371 7.52708 -1.83025 0.498
H -5.52071 7.22441 -3.38204 0.346
H -7.15584 6.96510 -3.08519 0.401
H -5.48100 3.45777 -2.78396 0.330
H -7.12663 3.86095 -3.19114 0.349
H -5.67835 4.43668 -4.05140 0.423
H -6.91600 3.82480 2.35519 0.401
H -8.21461 4.30662 1.35336 0.439
H -7.02916 5.55618 1.92726 0.382
O -5.02501 -8.08004 0.89203 -0.621
C -4.19035 -7.37629 0.38757 0.674
N -3.03436 -7.35753 1.02026 -0.387
C -4.49032 -6.49754 -0.88133 -1.001
H -2.87872 -8.06724 1.72183 0.222
H -2.39509 -6.59050 0.86825 0.209
H -5.40470 -6.79627 -1.39391 0.277
H -3.55192 -6.44568 -1.43345 0.321
H -4.67342 -5.43400 -0.72815 0.306
O 8.58909 -1.07218 -6.32225 -0.644
C 7.38302 -1.00580 -6.39438 0.614
N 6.75058 -0.70090 -5.30815 -0.352
C 6.64127 -1.38904 -7.64402 -0.866
H 5.75153 -0.56785 -5.24262 0.208
H 7.28117 -0.45030 -4.48610 0.215
H 5.55219 -1.34803 -7.66164 0.325
H 6.75876 -2.46815 -7.74314 0.247
H 7.03143 -0.92600 -8.55038 0.254
O -1.88781 -1.33255 -10.43014 -0.622
C -1.69791 -0.95417 -9.29555 0.599
N -2.04916 -1.46969 -8.17820 -0.353
C -1.09995 0.46067 -9.12876 -1.055
H -2.36471 -2.42358 -8.28124 0.253
H -1.63199 -1.06097 -7.35417 0.246
H -0.04840 0.28035 -8.90557 0.285
H -1.47026 1.02228 -8.27111 0.345
H -1.50445 1.12231 -9.89473 0.302
O 9.07109 -6.96278 -1.31015 -0.609
C 8.19649 -6.35117 -0.70693 0.606
N 6.91463 -6.34082 -1.01028 -0.343
C 8.60097 -5.75940 0.69404 -0.990
H 6.77243 -6.70405 -1.94191 0.233
H 6.12764 -5.97243 -0.49547 0.214
H 9.47193 -6.22411 1.15619 0.296
H 7.96721 -5.96060 1.55774 0.328
H 8.99454 -4.74971 0.57690 0.265